Here is 8 unconnected molecules or ions with the total composition C24H49O30S8 at a distorted geometry from the OMol25 dataset. Energies are from wB97M-V/def2-TZVPD.

Values from the calculation:
- LUMO energy (eV) = -2.719
- energy relative to the best compared isomer or geometry (same formula, charge and spin) (eV) = 0.000
- Kohn-Sham gap (eV) = 9.3
- charge = +1

Last column: Löwdin charge in e.
CARTESIAN COORDINATES (ANGSTROEM)
C 3.583943 -2.009117 -2.588827  -0.08
C 3.691793 -0.730132 -3.528983  -0.24
C 2.740864 0.411109 -3.021234  -0.36
S 1.606769 1.104783 -4.307597  1.12
C 0.325299 -0.115843 -4.820316  -0.37
C -1.088745 0.189880 -4.234113  -0.22
C -1.292588 -0.200192 -2.727264  -0.17
C -0.420385 -1.389762 -2.220454  -0.16
C -0.997708 -2.803478 -2.560022  -0.15
O -1.136444 -3.065117 -3.971697  -0.01
C -0.036599 -3.661625 -4.528254  -0.51
C -0.232939 -4.170737 -5.984353  0.03
O 1.048727 -3.774761 -3.992837  0.08
H 2.647337 -1.944207 -1.994115  0.05
H 4.444902 -2.059477 -1.880924  0.08
H 3.564753 -2.953188 -3.177591  0.07
H 4.748455 -0.377498 -3.456641  0.12
H 3.525982 -1.017146 -4.592894  0.10
H 2.145396 0.141567 -2.118348  0.10
H 3.391891 1.278850 -2.705241  0.06
H 2.415575 1.230111 -5.414925  0.05
H 0.248022 -0.046424 -5.934245  0.11
H 0.718917 -1.131472 -4.599399  0.07
H -1.873315 -0.220494 -4.913298  0.13
H -1.217720 1.303265 -4.299095  0.11
H -1.191412 0.677299 -2.045750  0.12
H -2.360250 -0.525074 -2.621735  0.12
H 0.648632 -1.354182 -2.521628  0.07
H -0.421457 -1.337787 -1.099317  0.12
H -0.404574 -3.559147 -2.002202  0.11
H -2.030468 -2.839637 -2.129697  0.14
H -1.101369 -4.853918 -6.084352  0.09
H 0.710533 -4.667773 -6.303034  0.09
H -0.366152 -3.282606 -6.653797  0.09
C 4.034889 5.946658 -0.804784  -0.15
C 3.198727 4.908953 -0.086097  -0.15
O 2.787553 3.999815 -1.117645  -0.19
S 3.943589 3.911266 -2.237787  0.61
O 4.736924 2.751266 -1.975605  -0.24
O 3.348342 4.150239 -3.512422  -0.23
O 4.774927 5.207830 -1.792033  -0.17
H 3.408399 6.673615 -1.320037  0.09
H 4.715384 6.466389 -0.133001  0.15
H 2.333923 5.342837 0.410930  0.14
H 3.793274 4.349620 0.640568  0.14
C -0.395648 -2.659478 1.756058  -0.18
C -0.013795 -2.853431 3.206238  -0.16
O 0.490610 -1.575950 3.621477  -0.18
S -0.288306 -0.411804 2.830545  0.62
O -1.337636 0.083636 3.661472  -0.23
O 0.675159 0.448663 2.228444  -0.22
O -0.951136 -1.335986 1.687450  -0.20
H 0.484970 -2.693388 1.111036  0.12
H -1.123281 -3.393992 1.416342  0.12
H 0.740676 -3.624082 3.335981  0.12
H -0.885697 -3.090121 3.821923  0.14
C 4.440856 -2.243893 4.522160  -0.15
C 5.594765 -2.936446 3.822117  -0.16
O 5.011121 -3.518466 2.651180  -0.18
S 3.806448 -2.581555 2.136166  0.63
O 4.292201 -1.744904 1.088746  -0.22
O 2.643175 -3.392613 1.979923  -0.23
O 3.648651 -1.687954 3.466481  -0.19
H 3.824148 -2.957929 5.073261  0.14
H 4.776134 -1.458570 5.196822  0.14
H 6.057737 -3.703692 4.438877  0.14
H 6.354464 -2.218709 3.502683  0.14
C -0.982544 7.035492 -2.418331  -0.17
C -1.505315 8.354900 -1.881445  -0.16
O -0.374940 8.960654 -1.246376  -0.18
S 0.966892 8.542243 -2.035405  0.64
O 1.312888 9.585461 -2.936692  -0.20
O 1.896463 8.012623 -1.089270  -0.24
O 0.338793 7.323082 -2.885899  -0.19
H -0.909904 6.285688 -1.626162  0.13
H -1.594219 6.646838 -3.230406  0.14
H -2.317428 8.223540 -1.169519  0.14
H -1.833665 9.011650 -2.690661  0.14
C -0.732286 -7.758896 -0.830411  -0.15
C -0.091400 -6.507952 -1.410485  -0.16
O -0.182990 -5.536510 -0.361212  -0.22
S -0.072318 -6.284551 1.062881  0.62
O 1.272468 -6.185120 1.517188  -0.21
O -1.183193 -5.881153 1.860230  -0.22
O -0.322913 -7.786510 0.541940  -0.17
H -1.822709 -7.695333 -0.859524  0.14
H -0.408414 -8.664708 -1.339278  0.14
H -0.601688 -6.154852 -2.304754  0.13
H 0.966157 -6.667441 -1.634602  0.14
C -3.942321 -1.355995 4.933855  -0.17
C -4.919037 -0.275909 4.516566  -0.18
O -6.202401 -0.774572 4.907549  -0.18
S -6.041928 -1.671739 6.240205  0.63
O -6.359691 -0.867453 7.372269  -0.22
O -6.652002 -2.936734 6.006470  -0.22
O -4.437033 -1.846356 6.183458  -0.19
H -3.938116 -2.184674 4.219623  0.13
H -2.931803 -0.972156 5.049717  0.11
H -4.893746 -0.080408 3.449347  0.12
H -4.735560 0.653171 5.060272  0.12
C -3.787922 3.855530 4.264717  -0.16
C -4.231205 4.883830 3.240543  -0.17
O -5.157295 4.186967 2.401156  -0.19
S -5.948794 3.086926 3.280956  0.64
O -7.199193 3.636211 3.676357  -0.20
O -5.835098 1.825432 2.624670  -0.23
O -4.964660 3.098729 4.560774  -0.20
H -3.039225 3.176365 3.848104  0.13
H -3.396364 4.314482 5.170677  0.14
H -3.401284 5.270975 2.652854  0.13
H -4.760266 5.714341 3.714764  0.14

Force components x, y, z for each atom (eV/Å):
0.098 0.215 -0.266
0.236 -0.855 0.769
1.379 0.141 -0.180
-0.129 0.567 0.406
-0.283 -0.869 -0.948
0.414 1.169 0.456
-0.419 -0.669 -0.203
-0.317 -0.404 0.488
-0.486 1.060 1.527
1.254 -0.821 0.044
0.564 -0.499 -1.152
0.096 0.646 0.247
-1.207 0.404 0.196
0.640 -0.292 -0.310
-0.754 0.130 -0.502
-0.043 0.722 0.411
-0.905 0.012 -0.231
-0.127 0.302 0.745
0.083 0.164 -0.935
-0.970 -0.647 -0.520
-0.340 -0.482 0.718
0.333 0.171 0.857
-0.284 0.670 -0.045
0.818 -0.074 0.576
0.000 -0.872 -0.093
0.196 -0.568 -0.644
0.805 0.362 -0.004
-0.728 0.085 0.100
0.047 -0.099 -0.855
-0.216 0.269 -0.850
0.704 -0.048 -0.617
0.504 0.549 0.073
-0.788 0.269 0.406
-0.162 -0.737 0.520
-0.472 0.537 0.045
0.491 0.037 0.554
0.196 0.043 -0.771
0.106 1.160 0.880
-0.240 0.185 -0.506
0.125 -0.670 0.216
-0.168 -1.049 -0.135
0.172 -0.152 0.104
0.173 -0.169 -0.162
-0.112 -0.110 -0.250
-0.044 0.029 -0.001
0.449 -0.433 -0.314
-0.626 -0.482 0.199
-0.075 0.637 -0.588
0.198 -0.795 0.042
0.319 0.244 -0.416
-0.396 -0.008 0.321
-0.017 0.413 0.575
0.006 -0.043 0.079
-0.166 0.236 0.080
0.124 0.239 0.007
0.002 -0.025 -0.069
0.000 -0.424 0.417
0.364 0.476 0.139
-0.750 0.132 -0.058
0.484 0.072 0.530
-0.490 -0.277 0.138
0.474 0.315 -0.291
0.281 -0.198 -0.650
0.047 0.021 0.006
-0.123 0.119 -0.195
-0.134 -0.145 -0.201
-0.013 -0.018 0.064
-0.254 -0.257 0.390
-0.307 0.109 -0.513
0.574 -0.524 0.016
-0.562 0.254 -0.237
0.204 -0.501 0.377
-0.382 0.427 -0.245
0.125 0.535 0.183
-0.043 0.019 -0.018
0.215 0.077 -0.105
0.205 0.094 0.149
-0.033 -0.062 0.018
-0.468 0.095 -0.341
0.448 -0.427 -0.191
-0.405 -0.182 0.292
0.191 -0.467 -0.133
-0.594 0.019 0.156
0.487 0.175 -0.115
0.346 0.659 -0.024
0.038 -0.009 -0.035
0.106 -0.006 0.234
-0.066 0.173 0.180
-0.054 -0.017 -0.039
0.094 -0.177 -0.415
0.449 0.225 0.228
0.118 -0.641 0.248
0.113 0.227 -0.178
0.053 -0.485 -0.251
0.036 0.470 0.184
-0.503 0.304 0.101
-0.007 0.038 -0.022
-0.095 -0.056 0.222
-0.236 -0.117 0.070
0.054 -0.032 -0.054
0.509 -0.063 -0.245
-0.116 0.383 0.422
0.107 -0.609 0.175
0.000 0.256 0.100
0.371 -0.464 -0.172
-0.251 0.649 0.065
-0.403 0.268 -0.381
0.011 0.043 0.015
-0.220 -0.109 0.068
-0.128 -0.150 -0.164
0.072 -0.010 0.014

=====

Here is a molecular structure, C7H16AlO7P at a distorted geometry from the OMol25 dataset. Energies are from wB97M-V/def2-TZVPD.

Values from the calculation:
- LUMO energy (eV) = -13.815
- energy relative to the best compared isomer or geometry (same formula, charge and spin) (eV) = 0.000
- Kohn-Sham gap (eV) = 3.6
- charge = +2

Last column: Löwdin charge in e.
CARTESIAN COORDINATES (ANGSTROEM)
Al 1.686236 -1.915541 3.419715  1.15
O -2.296195 0.628562 3.850700  0.29
C -1.317225 -0.107553 3.468681  -0.70
O -0.162189 0.331194 3.123220  0.13
O -1.364101 -1.344801 3.361421  0.21
H -1.997254 1.558562 3.933522  0.19
C 1.646828 3.221530 -0.301367  -0.04
C 0.569189 2.570345 0.539856  -0.21
O -0.083950 1.445954 -0.140890  -0.11
P 0.495526 0.018420 -0.108034  0.38
O 1.180949 -0.458118 1.126557  -0.24
O -0.624771 -0.901620 -0.670407  -0.14
C -2.045869 -0.952360 -0.225731  -0.17
C -2.477573 -2.405471 -0.116435  -0.04
O 1.539589 0.025715 -1.274135  -0.08
C 1.928546 -1.156121 -2.011336  -0.18
C 1.324512 -1.045390 -3.416636  -0.02
H 1.194649 3.610825 -1.218204  0.10
H 2.015704 4.097648 0.228606  0.10
H 2.444748 2.537702 -0.573276  0.08
H 0.994636 2.272752 1.510098  0.11
H -0.210671 3.268234 0.836273  0.13
H -2.152220 -0.475882 0.749397  0.10
H -2.585039 -0.388160 -0.983944  0.14
H -1.835769 -2.918281 0.599264  0.08
H -3.490507 -2.426637 0.284718  0.10
H -2.434467 -2.907721 -1.078645  0.09
H 3.017182 -1.114259 -2.080688  0.14
H 1.570097 -2.067096 -1.538350  0.13
H 0.236500 -1.036183 -3.309832  0.08
H 1.597634 -0.111556 -3.909997  0.10
H 1.635273 -1.854694 -4.074120  0.10

Force components x, y, z for each atom (eV/Å):
-0.008 0.059 -0.226
0.394 0.226 0.052
0.103 0.043 0.244
-0.294 -0.224 -0.325
0.322 0.053 -0.389
-0.402 -0.009 0.035
-0.947 0.201 -0.597
0.690 0.749 1.044
0.104 0.285 1.055
-1.238 0.113 -2.635
0.442 -0.284 1.604
-0.184 -0.045 0.920
0.048 -0.536 -0.153
0.320 0.549 0.045
0.371 -0.443 0.543
0.295 -0.132 -1.072
-0.478 0.589 -0.025
0.128 -0.119 -0.019
0.229 -0.149 0.155
0.165 0.021 0.167
-0.081 -0.580 -0.401
-0.263 -0.042 -0.581
0.187 0.288 -0.106
-0.086 -0.009 0.107
0.027 -0.101 -0.043
-0.079 -0.050 -0.175
-0.087 -0.060 0.001
-0.076 -0.082 0.196
0.073 0.088 0.266
0.070 -0.187 -0.125
0.163 -0.013 0.163
0.092 -0.201 0.278

=====

Which value of charge does entry 2 give? +2

=====

charge of number 2 (C7H16AlO7P)? +2

=====

What is the formula in the first record? C24H49O30S8